(1)
Formula: CH3PS3
Source: the Open Molecules 2025 dataset
Level of theory: ωB97M-V/def2-TZVPD

```
! RIJCOSX wB97M-V def2-TZVPD def2/J DEFGRID3
* xyz 0 1
P 1.94 -0.06 0.26
S 0.19 1.11 0.08
C -0.99 -0.18 -0.07
S -0.64 -1.80 0.01
S -2.63 0.40 -0.24
H 2.93 0.95 0.59
H 2.50 0.16 -0.96
H -3.30 -0.59 0.33
*
```

HOMO energy (eV): -8.66
Energy relative to the best compared isomer or geometry (same formula, charge and spin) (kcal/mol): 3.53
M (u): 142.21
E_LUMO (eV): -0.58



(2)
Formula: C6H27NO6
Source: the Open Molecules 2025 dataset
Level of theory: ωB97M-V/def2-TZVPD

```
! RIJCOSX wB97M-V def2-TZVPD def2/J DEFGRID3
* xyz 0 1
C 0.84 1.21 3.00
C 0.67 0.20 1.84
C -0.48 0.30 0.87
C -1.12 -1.12 0.55
C -0.35 -1.83 -0.55
C -0.79 -1.44 -1.97
N -0.40 -3.28 -0.49
H 0.14 0.96 3.81
H 1.82 0.99 3.42
H 0.74 2.25 2.69
H 1.58 0.45 1.27
H 0.80 -0.82 2.21
H -1.41 0.73 1.27
H -0.41 0.84 -0.06
H -1.44 -1.77 1.37
H -2.13 -0.85 0.16
H 0.69 -1.51 -0.47
H -1.84 -1.69 -2.16
H -0.07 -1.96 -2.62
H -0.58 -0.39 -2.23
H 0.21 -3.74 0.18
H -1.24 -3.83 -0.35
O 2.31 -3.69 -1.56
H 1.46 -3.68 -2.02
H 2.06 -3.65 -0.63
O 0.14 3.41 -0.73
H 0.88 3.82 -1.21
H 0.25 2.51 -1.11
O -1.34 3.41 1.29
H -1.54 3.84 0.46
H -0.43 3.63 1.46
O 2.40 -0.17 -3.03
H 2.51 -0.62 -3.88
H 2.34 -0.94 -2.45
O -0.02 1.35 -2.62
H 0.24 2.19 -3.00
H 0.82 0.85 -2.60
O -2.81 1.41 3.37
H -2.19 2.03 2.96
H -2.30 0.61 3.53
*
```

HOMO energy (eV): -9.16
Energy relative to the best compared isomer or geometry (same formula, charge and spin) (kcal/mol): 23.70
M (u): 209.28
E_LUMO (eV): 0.18



(3)
Formula: C32H44F6N2O8S2
Source: the Open Molecules 2025 dataset
Level of theory: ωB97M-V/def2-TZVPD

```
! RIJCOSX wB97M-V def2-TZVPD def2/J DEFGRID3
* xyz 0 1
C -1.11 0.53 -0.57
C -1.17 0.03 0.52
C -1.09 -0.53 1.91
C 0.30 -1.10 2.31
C 1.53 -0.40 1.66
C 2.75 -1.43 1.77
S 2.96 -2.19 0.08
C 3.92 -1.06 -0.96
S 3.12 -0.05 -1.98
N 5.35 -1.00 -0.98
C 5.86 -0.01 -0.01
C 5.90 1.44 -0.62
C 5.97 -2.32 -0.83
C 5.79 -3.24 -2.09
C -1.63 0.56 2.90
C -0.69 1.79 3.09
C -0.84 2.88 1.99
O 0.00 2.93 1.14
N -1.99 3.76 2.08
C -2.80 3.74 0.90
C -2.72 4.82 -0.03
C -3.54 4.85 -1.19
C -4.47 3.81 -1.43
C -4.55 2.72 -0.53
C -3.73 2.71 0.61
O -2.05 -1.65 2.08
C -2.61 -2.04 0.90
O -2.13 -2.86 0.18
O -3.85 -1.52 0.52
C -4.89 -2.41 1.02
C -5.66 -2.98 -0.20
C -7.14 -3.34 0.14
H -1.06 0.85 -1.61
H 0.33 -2.17 2.02
H 0.41 -1.07 3.42
H 1.87 0.51 2.17
H 1.42 -0.18 0.59
H 3.66 -0.89 2.07
H 2.48 -2.27 2.43
H 5.19 0.00 0.88
H 6.88 -0.24 0.35
H 5.84 1.36 -1.73
H 5.04 2.06 -0.29
H 6.86 1.92 -0.37
H 7.07 -2.16 -0.74
H 5.59 -2.90 0.04
H 6.54 -2.93 -2.84
H 6.06 -4.27 -1.79
H 4.75 -3.19 -2.48
H -1.67 0.04 3.89
H -2.68 0.83 2.68
H -1.02 2.28 4.04
H 0.37 1.52 3.24
H -1.72 4.71 2.32
H -2.02 5.65 0.13
H -3.51 5.68 -1.90
H -5.13 3.81 -2.31
H -5.25 1.87 -0.66
H -3.80 1.89 1.33
H -4.37 -3.26 1.52
H -5.52 -1.90 1.78
H -5.16 -3.92 -0.51
H -5.67 -2.24 -1.02
H -7.59 -3.74 -0.80
H -7.23 -4.14 0.90
H -7.74 -2.46 0.44
C -3.01 5.77 -7.46
C -4.50 6.02 -7.43
O -5.21 4.85 -6.98
C -5.25 4.67 -5.66
O -4.75 5.39 -4.85
C -6.07 3.42 -5.32
F -5.76 2.38 -6.11
F -7.39 3.65 -5.48
F -5.89 3.03 -4.06
H -2.78 4.89 -8.06
H -2.48 6.63 -7.88
H -2.62 5.58 -6.46
H -4.86 6.23 -8.44
H -4.75 6.89 -6.81
C 5.45 -6.58 5.23
C 4.91 -5.85 4.02
O 5.18 -4.44 4.09
C 6.41 -4.06 3.73
O 7.27 -4.80 3.35
C 6.53 -2.54 3.81
F 6.02 -2.05 4.95
F 5.88 -1.94 2.80
F 7.80 -2.13 3.75
H 5.07 -6.13 6.15
H 5.17 -7.63 5.21
H 6.54 -6.51 5.28
H 3.82 -5.95 3.98
H 5.30 -6.27 3.09
*
```

HOMO energy (eV): -8.08
M (u): 762.83
E_LUMO (eV): -0.34



(4)
Formula: C23H19Cl2N4O5S3SeY
Source: the Open Molecules 2025 dataset
Level of theory: ωB97M-V/def2-TZVPD

```
! RIJCOSX wB97M-V def2-TZVPD def2/J DEFGRID3
* xyz -2 1
Y 0.14 -0.16 -0.66
O -1.39 1.36 -4.51
C -0.59 1.14 -3.61
O -0.79 0.34 -2.63
C 0.71 1.96 -3.55
C 0.73 2.78 -2.25
C 1.72 3.94 -2.36
C 3.07 3.19 -2.28
C 2.61 1.74 -2.11
O 1.40 1.91 -1.32
C 2.06 1.17 -3.42
C 1.95 -0.36 -3.34
O 2.22 -1.02 -4.33
O 1.62 -0.83 -2.19
H 0.72 2.61 -4.42
H -0.25 3.04 -1.85
H 1.58 4.51 -3.28
H 1.61 4.62 -1.51
H 3.68 3.31 -3.18
H 3.66 3.52 -1.42
H 3.30 1.09 -1.58
H 2.71 1.40 -4.26
C 3.26 0.87 5.34
S 2.99 2.00 3.97
C 1.36 1.49 3.35
S 0.17 0.92 4.42
N 1.36 1.73 2.07
N 0.19 1.54 1.33
C -0.87 2.13 1.73
C -2.06 2.14 0.87
C -3.29 2.56 1.37
C -4.37 2.57 0.51
C -4.19 2.19 -0.81
C -2.92 1.80 -1.23
N -1.88 1.78 -0.41
H 3.89 1.36 6.08
H 3.74 -0.05 5.01
H 2.29 0.64 5.79
H -0.89 2.67 2.67
H -3.38 2.82 2.41
H -5.35 2.85 0.87
H -5.01 2.17 -1.51
H -2.74 1.46 -2.24
Cl 2.79 -0.38 0.67
C 3.30 -2.03 0.42
C 4.66 -2.25 0.44
C 5.15 -3.55 0.31
C 4.24 -4.59 0.16
C 2.89 -4.33 0.14
Cl 1.83 -5.70 -0.04
C 2.33 -3.04 0.26
S 0.62 -2.76 0.28
H 5.33 -1.41 0.57
H 6.21 -3.74 0.32
H 4.58 -5.61 0.05
Se -4.61 -1.52 1.17
C -2.91 -1.20 0.64
N -1.83 -0.96 0.29
*
```

HOMO energy (eV): -2.54
Energy relative to the best compared isomer or geometry (same formula, charge and spin) (kcal/mol): 13.39
M (u): 766.40
E_LUMO (eV): 4.20



(5)
Formula: C28H18N3O10S3SeTc
Source: the Open Molecules 2025 dataset
Level of theory: ωB97M-V/def2-TZVPD

```
! RIJCOSX wB97M-V def2-TZVPD def2/J DEFGRID3
* xyz -2 1
Tc 0.24 -0.22 -0.34
S 3.65 0.83 2.96
C 2.55 0.38 1.77
S 0.88 0.15 1.97
S 3.52 0.10 0.37
O 1.55 2.04 -0.50
C 0.39 2.45 -0.37
O -0.61 1.69 -0.32
C 0.13 3.93 -0.26
C -1.12 4.38 0.14
C -1.33 5.74 0.26
C -0.34 6.66 -0.01
C 0.90 6.18 -0.41
C 1.15 4.82 -0.53
N 1.95 7.15 -0.72
O 3.03 6.72 -1.07
O 1.68 8.34 -0.61
N -2.64 6.24 0.69
O -3.51 5.42 0.91
O -2.78 7.44 0.80
H -1.90 3.66 0.34
H -0.52 7.72 0.08
H 2.12 4.45 -0.84
O 2.54 -0.55 -0.85
Se 2.20 0.08 -2.58
O 2.74 -1.12 -3.48
O 0.56 0.10 -2.49
O 2.94 1.47 -2.86
N 0.10 -2.02 -0.08
C -0.90 -2.79 0.13
C -0.78 -4.25 0.25
C 0.31 -4.91 -0.33
C 0.43 -6.29 -0.25
C -0.52 -7.04 0.42
C -1.59 -6.40 1.02
C -1.72 -5.02 0.94
C -2.21 -2.06 0.09
C -3.41 -2.73 -0.42
C -4.65 -2.26 -0.20
C -4.91 -1.18 0.72
C -3.90 -0.62 1.41
C -2.49 -0.88 1.11
H 1.06 -4.32 -0.85
H 1.28 -6.78 -0.72
H -0.44 -8.12 0.46
H -2.33 -6.97 1.56
H -2.55 -4.53 1.42
H -3.26 -3.64 -0.98
H -5.50 -2.78 -0.64
H -5.94 -0.90 0.92
H -4.12 0.07 2.23
H -1.80 -0.77 1.94
C -1.91 -0.61 -0.25
C -2.67 0.04 -1.34
C -2.62 -0.51 -2.62
C -3.24 0.11 -3.69
C -3.94 1.30 -3.50
C -4.00 1.86 -2.24
C -3.37 1.23 -1.17
H -2.05 -1.42 -2.77
H -3.18 -0.32 -4.69
H -4.42 1.79 -4.34
H -4.53 2.79 -2.08
H -3.42 1.67 -0.18
*
```

HOMO energy (eV): -1.45
Energy relative to the best compared isomer or geometry (same formula, charge and spin) (kcal/mol): 57.26
M (u): 829.62
E_LUMO (eV): 2.90



(6)
Formula: C33H40FMnN4O2S
Source: the Open Molecules 2025 dataset
Level of theory: ωB97M-V/def2-TZVPD

```
! RIJCOSX wB97M-V def2-TZVPD def2/J DEFGRID3
* xyz 0 5
Mn 0.06 -0.30 -0.14
C 2.35 1.74 -1.25
C 2.44 2.86 -0.21
C 1.73 4.12 -0.72
C 2.06 2.49 1.23
C 2.98 2.87 2.20
C 2.76 2.63 3.55
C 1.60 2.01 3.95
C 0.64 1.61 3.02
C -0.61 0.91 3.50
C -1.66 1.93 3.98
C -0.33 -0.09 4.62
C 0.87 1.86 1.65
N -0.07 1.41 0.67
C -1.01 2.32 0.22
C -1.34 3.54 0.84
C -2.25 4.41 0.27
C -2.88 4.10 -0.93
C -2.57 2.92 -1.58
C -1.66 2.08 -1.00
F -1.28 0.94 -1.66
H 2.79 2.10 -2.19
H 1.33 1.47 -1.48
H 2.91 0.84 -0.96
H 3.50 3.11 -0.14
H 0.70 3.91 -1.02
H 2.26 4.51 -1.59
H 1.71 4.90 0.05
H 3.90 3.35 1.89
H 3.50 2.93 4.28
H 1.43 1.82 5.00
H -1.03 0.37 2.66
H -1.25 2.54 4.79
H -2.54 1.41 4.36
H -1.98 2.58 3.17
H -0.06 0.41 5.55
H 0.47 -0.78 4.35
H -1.23 -0.68 4.83
H -0.83 3.81 1.75
H -2.48 5.34 0.77
H -3.60 4.78 -1.36
H -3.01 2.65 -2.53
N 1.81 -1.03 0.99
H 1.52 -1.93 1.36
H 2.13 -0.44 1.75
H 2.55 -1.20 0.31
C 0.97 -4.79 -7.14
C 1.11 -4.02 -5.85
C 0.41 -2.84 -5.65
C 0.52 -2.11 -4.47
C -0.28 -0.84 -4.35
C 1.38 -2.57 -3.47
C 2.12 -3.75 -3.66
C 3.06 -4.31 -2.62
C 1.96 -4.46 -4.85
C 1.52 -1.82 -2.18
O 2.61 -1.73 -1.61
O 0.41 -1.33 -1.71
H 0.15 -4.42 -7.74
H 0.80 -5.85 -6.94
H 1.89 -4.72 -7.73
H -0.25 -2.47 -6.43
H -0.67 -0.54 -5.33
H 0.32 -0.01 -3.96
H -1.12 -0.96 -3.67
H 2.52 -4.56 -1.70
H 3.83 -3.60 -2.35
H 3.53 -5.22 -2.99
H 2.51 -5.38 -4.99
C -3.56 -3.03 4.70
C -3.50 -2.00 3.61
C -4.24 -0.83 3.65
C -4.04 0.07 2.62
N -3.23 -0.17 1.60
C -2.58 -1.35 1.63
S -1.65 -1.79 0.21
N -2.66 -2.25 2.60
H -4.36 -2.80 5.41
H -2.61 -3.05 5.23
H -3.72 -4.02 4.27
H -4.93 -0.62 4.46
H -4.55 1.03 2.60
*
```

HOMO energy (alpha / beta) (eV): -7.82 / -8.16
Energy relative to the best compared isomer or geometry (same formula, charge and spin) (kcal/mol): 0.93
⟨S²⟩: 6.17
M (u): 630.71
E_LUMO (alpha / beta) (eV): -1.83 / 0.51



(7)
Formula: C3H8N4
Source: the Open Molecules 2025 dataset
Level of theory: ωB97M-V/def2-TZVPD

```
! RIJCOSX wB97M-V def2-TZVPD def2/J DEFGRID3
* xyz 0 1
C 1.32 -1.46 -0.24
N 0.45 -0.38 0.02
C 0.28 0.30 1.24
C -0.34 1.48 1.13
N -0.71 1.68 -0.23
N -0.29 0.39 -0.96
N -1.43 -0.45 -1.15
H 1.69 -1.41 -1.23
H 2.02 -1.50 0.52
H 0.79 -2.34 -0.20
H 0.77 -0.15 2.14
H -0.46 2.18 1.95
H -0.16 2.46 -0.71
H -1.96 -0.18 -1.95
H -1.97 -0.64 -0.31
*
```

HOMO energy (eV): -6.98
Energy relative to the best compared isomer or geometry (same formula, charge and spin) (kcal/mol): 108.67
M (u): 100.12
E_LUMO (eV): 1.13